Record 1
Below is 15 unconnected molecules or ions with the total composition C66H83N7O22, with properties calculated with the ωB97M-V functional and the def2-TZVPD basis.

The value obtained for the total energy is -4602.60364 hartree. The relative energy (zero: lowest compared OMol25 entry of this formula, charge and spin) comes out at 0.0 kJ/mol. The calculation puts the LUMO energy at -1.2 eV.

Element x y z (Å)
C1 -5.698 1.245 -0.862
C2 -4.336 1.452 -0.920
C3 -3.480 0.435 -1.284
C4 -3.988 -0.833 -1.472
C5 -5.364 -1.075 -1.412
C6 -6.219 -0.010 -1.147
N1 -3.124 -1.956 -1.821
O1 -3.663 -2.975 -2.174
O2 -1.933 -1.854 -1.642
H1 -6.381 2.071 -0.706
H2 -3.966 2.452 -0.740
H3 -2.422 0.635 -1.410
H4 -5.770 -2.059 -1.587
H5 -7.284 -0.172 -1.047
C7 1.232 -2.928 -3.523
C8 0.202 -2.138 -4.002
C9 0.026 -1.858 -5.344
C10 0.885 -2.489 -6.247
C11 1.958 -3.224 -5.779
C12 2.154 -3.440 -4.419
N2 0.738 -2.305 -7.666
O3 -0.258 -1.739 -8.046
O4 1.593 -2.705 -8.410
H6 1.352 -3.140 -2.468
H7 -0.562 -1.792 -3.316
H8 -0.832 -1.282 -5.650
H9 2.693 -3.653 -6.447
H10 2.980 -4.064 -4.110
C13 -0.638 -5.805 2.302
C14 -0.032 -6.997 1.947
C15 0.221 -7.223 0.602
C16 -0.013 -6.240 -0.334
C17 -0.514 -4.996 0.027
C18 -0.824 -4.796 1.361
N3 0.271 -6.498 -1.744
O5 1.079 -7.359 -1.986
O6 -0.312 -5.844 -2.565
H11 -0.962 -5.595 3.315
H12 0.237 -7.747 2.675
H13 0.659 -8.163 0.291
H14 -0.712 -4.212 -0.688
H15 -1.288 -3.868 1.665
C19 -5.266 3.079 6.279
C20 -4.032 2.683 5.807
C21 -3.742 2.742 4.447
C22 -4.701 3.204 3.565
C23 -5.932 3.667 4.034
C24 -6.204 3.593 5.379
N4 -4.416 3.133 2.150
O7 -5.223 3.650 1.392
O8 -3.416 2.566 1.771
H16 -5.494 2.964 7.330
H17 -3.279 2.310 6.488
H18 -2.759 2.470 4.091
H19 -6.750 3.952 3.388
H20 -7.203 3.842 5.712
C25 -6.946 1.288 -4.370
C26 -6.381 2.545 -4.238
C27 -5.011 2.698 -4.309
C28 -4.179 1.591 -4.414
C29 -4.745 0.333 -4.544
C30 -6.120 0.179 -4.549
N5 -2.742 1.825 -4.326
O9 -2.362 2.956 -4.269
O10 -2.044 0.854 -4.271
H21 -8.005 1.114 -4.227
H22 -7.041 3.385 -4.064
H23 -4.555 3.671 -4.186
H24 -4.171 -0.585 -4.562
H25 -6.482 -0.837 -4.608
C31 3.544 -4.329 2.004
C32 4.639 -5.107 2.364
C33 4.691 -5.711 3.608
C34 3.605 -5.547 4.469
C35 2.469 -4.870 4.082
C36 2.442 -4.258 2.841
N6 3.643 -6.144 5.791
O11 4.264 -7.169 5.954
O12 3.059 -5.564 6.682
H26 3.473 -3.843 1.039
H27 5.498 -5.217 1.714
H28 5.522 -6.330 3.915
H29 1.648 -4.740 4.775
H30 1.595 -3.652 2.549
C37 -0.275 2.527 -0.533
C38 -0.304 1.856 0.693
C39 0.084 0.536 0.757
C40 0.487 -0.151 -0.397
C41 0.510 0.524 -1.600
C42 0.114 1.847 -1.678
N7 0.832 -1.570 -0.390
O13 1.570 -1.981 -1.261
O14 0.319 -2.289 0.452
H31 -0.592 3.556 -0.631
H32 -0.570 2.434 1.565
H33 0.092 0.026 1.710
H34 0.802 -0.012 -2.498
H35 0.003 2.389 -2.609
C43 3.622 2.177 4.449
C44 2.904 2.589 3.188
O15 3.422 2.425 2.110
C45 1.509 3.090 3.338
H36 4.330 1.395 4.208
H37 2.946 1.834 5.237
H38 4.144 3.014 4.921
H39 1.112 3.543 2.436
H40 1.487 3.807 4.163
H41 0.846 2.263 3.612
C46 5.159 -3.600 -1.808
C47 4.768 -4.911 -1.141
O16 5.586 -5.607 -0.603
C48 3.338 -5.333 -1.293
H42 4.419 -2.824 -1.636
H43 5.262 -3.857 -2.868
H44 6.140 -3.280 -1.473
H45 2.663 -4.477 -1.314
H46 3.093 -6.073 -0.536
H47 3.246 -5.816 -2.273
C49 0.281 6.342 -4.136
C50 1.562 5.807 -4.728
O17 2.200 6.392 -5.557
C51 2.013 4.446 -4.215
H48 -0.584 5.779 -4.485
H49 0.209 7.400 -4.384
H50 0.318 6.286 -3.044
H51 1.145 3.820 -3.996
H52 2.643 4.568 -3.334
H53 2.577 3.906 -4.974
C52 4.242 0.037 0.099
C53 5.196 -1.066 0.469
O18 4.719 -2.126 0.858
C54 6.681 -0.891 0.242
H54 3.224 -0.207 0.373
H55 4.312 0.147 -0.991
H56 4.579 0.973 0.551
H57 7.273 -1.061 1.140
H58 6.857 0.150 -0.042
H59 7.034 -1.547 -0.549
C55 4.613 -1.586 3.294
C56 3.161 -1.736 3.678
O19 2.842 -2.172 4.755
C57 2.146 -1.228 2.687
H60 4.884 -2.404 2.618
H61 5.213 -1.702 4.193
H62 4.769 -0.662 2.738
H63 1.150 -1.551 2.986
H64 2.291 -1.587 1.673
H65 2.225 -0.141 2.767
C58 -1.478 -2.415 3.407
C59 -2.074 -1.066 3.101
O20 -2.118 -0.164 3.910
C60 -2.671 -0.883 1.719
H66 -0.970 -2.859 2.552
H67 -2.383 -3.029 3.528
H68 -0.862 -2.467 4.299
H69 -1.896 -1.239 1.036
H70 -2.987 0.147 1.598
H71 -3.535 -1.542 1.584
C61 2.696 6.349 2.032
C62 2.064 6.453 0.666
O21 1.398 7.416 0.376
C63 2.248 5.284 -0.268
H72 3.734 6.652 1.835
H73 2.664 5.354 2.458
H74 2.305 7.139 2.670
H75 1.899 4.397 0.262
H76 3.230 5.242 -0.737
H77 1.569 5.424 -1.116
C64 -4.078 7.476 -0.486
C65 -2.969 6.459 -0.348
O22 -2.040 6.625 0.399
C66 -3.057 5.261 -1.279
H78 -4.061 7.879 -1.503
H79 -3.909 8.339 0.155
H80 -5.039 7.003 -0.285
H81 -2.648 5.472 -2.267
H82 -4.006 4.730 -1.385
H83 -2.466 4.476 -0.796

Record 2
Below is 2 unconnected molecules or ions with the total composition FNO4S, with properties calculated with the ωB97M-V functional and the def2-TZVPD basis.

The value obtained for the total energy is -853.60634 hartree. The relative energy (zero: lowest compared OMol25 entry of this formula, charge and spin) comes out at 136.5 kJ/mol. The calculation puts the LUMO energy at -1.4 eV.

Element x y z (Å)
N1 -0.027 0.492 -1.227
O1 -0.982 -0.131 -1.276
O2 0.982 0.625 -1.744
O3 -1.069 -0.863 1.937
O4 0.933 -0.865 0.555
F1 -0.195 1.632 -0.121
S1 0.358 -0.890 1.877

Record 3
Below is 10 unconnected molecules or ions with the total composition C29H54N3O38S9, with properties calculated with the ωB97M-V functional and the def2-TZVPD basis.

Its total charge is +1. The value obtained for the total energy is -7743.54741 hartree. The calculation puts the LUMO energy at -5.1 eV.

Element x y z (Å)
C1 5.566 4.429 -1.466
O1 4.764 5.613 -1.081
C2 3.626 5.146 -0.260
C3 2.213 5.709 -0.947
C4 1.129 6.041 0.270
N1 -0.323 6.106 -0.260
C5 -1.368 6.117 0.827
C6 -2.970 6.140 0.344
C7 -3.224 6.141 -1.310
C8 -4.700 6.125 -2.022
C9 -5.406 4.620 -2.038
C10 -5.430 3.897 -0.556
N2 -6.694 4.066 0.296
O2 -4.370 3.167 -0.190
C11 -1.804 6.160 -2.196
N3 -0.433 6.143 -1.616
H1 4.851 3.619 -1.940
H2 6.130 3.958 -0.534
H3 6.324 4.746 -2.323
H4 3.518 3.957 -0.239
H5 3.642 5.572 0.833
H6 1.849 4.818 -1.649
H7 2.398 6.695 -1.563
H8 1.200 5.105 1.004
H9 1.379 7.025 0.856
H10 -1.126 6.109 1.980
H11 -3.867 6.163 1.102
H12 -4.519 6.387 -3.172
H13 -5.397 6.919 -1.509
H14 -4.980 3.914 -2.874
H15 -6.546 4.818 -2.319
H16 -6.473 4.482 1.228
H17 -7.400 4.670 -0.179
H18 -1.960 6.167 -3.368
C12 -4.807 -0.381 -0.005
C13 -5.832 -0.487 -1.130
O3 -5.175 -1.214 -2.166
S1 -4.133 -2.272 -1.493
O4 -4.780 -3.563 -1.428
O5 -2.832 -2.073 -2.087
O6 -4.123 -1.632 0.007
H19 -4.074 0.406 -0.212
H20 -5.276 -0.193 0.965
H21 -6.157 0.491 -1.492
H22 -6.706 -1.066 -0.814
C14 5.757 -0.709 0.053
C15 6.472 0.240 -0.906
O7 5.911 1.524 -0.646
S2 5.505 1.616 0.931
O8 6.575 2.288 1.635
O9 4.123 2.026 1.024
O10 5.597 0.023 1.266
H23 4.762 -0.971 -0.321
H24 6.329 -1.624 0.232
H25 6.328 -0.039 -1.952
H26 7.544 0.288 -0.686
C16 -9.363 7.481 -4.508
C17 -8.686 8.564 -3.672
O11 -9.065 8.288 -2.326
S3 -9.243 6.677 -2.145
O12 -8.022 6.149 -1.578
O13 -10.548 6.422 -1.580
O14 -9.278 6.289 -3.728
H27 -10.422 7.710 -4.666
H28 -8.874 7.340 -5.475
H29 -8.999 9.570 -3.962
H30 -7.596 8.489 -3.738
C18 -0.461 -1.224 1.287
C19 -1.252 -2.502 1.556
O15 -0.293 -3.439 2.042
S4 0.860 -2.636 2.870
O16 0.538 -2.710 4.278
O17 2.149 -3.009 2.337
O18 0.493 -1.137 2.344
H31 0.085 -1.291 0.340
H32 -1.100 -0.337 1.276
H33 -1.744 -2.884 0.659
H34 -1.999 -2.344 2.341
C20 -10.011 0.775 1.831
C21 -10.634 0.227 0.549
O19 -9.714 -0.755 0.078
S5 -8.981 -1.452 1.358
O20 -9.668 -2.690 1.653
O21 -7.552 -1.371 1.166
O22 -9.418 -0.350 2.477
H35 -9.219 1.497 1.607
H36 -10.754 1.242 2.484
H37 -10.788 1.004 -0.204
H38 -11.586 -0.273 0.756
C22 7.485 -4.753 2.891
C23 6.871 -5.562 1.752
O23 7.229 -4.861 0.562
S6 8.682 -4.153 0.781
O24 9.693 -5.011 0.206
O25 8.560 -2.751 0.456
O26 8.749 -4.305 2.403
H39 6.877 -3.873 3.122
H40 7.617 -5.351 3.797
H41 5.785 -5.645 1.838
H42 7.310 -6.564 1.698
C24 7.357 -10.720 0.068
C25 7.949 -11.410 1.294
O27 7.585 -10.586 2.399
S7 6.143 -9.890 2.089
O28 5.115 -10.674 2.738
O29 6.275 -8.463 2.267
O30 6.093 -10.211 0.491
H43 7.977 -9.874 -0.246
H44 7.229 -11.409 -0.772
H45 9.035 -11.512 1.230
H46 7.499 -12.397 1.447
C26 2.421 2.954 -5.176
C27 1.794 2.327 -3.934
O31 2.091 0.936 -4.027
S8 3.528 0.750 -4.776
O32 4.546 0.579 -3.763
O33 3.354 -0.166 -5.879
O34 3.653 2.263 -5.371
H47 1.795 2.790 -6.059
H48 2.601 4.026 -5.052
H49 0.715 2.489 -3.885
H50 2.261 2.712 -3.020
C28 3.321 -6.508 4.621
C29 2.694 -7.135 5.863
O35 2.991 -8.526 5.769
S9 4.428 -8.712 5.021
O36 5.446 -8.884 6.034
O37 4.254 -9.628 3.918
O38 4.553 -7.200 4.425
H51 2.695 -6.672 3.738
H52 3.501 -5.437 4.745
H53 1.615 -6.973 5.912
H54 3.161 -6.751 6.776

Record 4
Below is C4H9NO3 in the gas phase, with properties calculated with the ωB97M-V functional and the def2-TZVPD basis.

The structure (SMILES) is C[C@@H](CC(N)=O)OO. The value obtained for the total energy is -438.15151 hartree. The relative energy (zero: lowest compared OMol25 entry of this formula, charge and spin) comes out at 466.2 kJ/mol. The calculation puts the LUMO energy at 0.9 eV.

Element x y z (Å)
C1 -0.993 -1.514 -0.974
C2 0.336 -0.841 -0.792
C3 0.389 0.612 -1.006
C4 0.048 1.136 0.604
N1 0.925 2.095 1.004
O1 -1.115 1.109 0.973
O2 0.712 -0.753 0.875
O3 -0.122 -1.311 1.888
H1 -1.779 -0.927 -0.495
H2 -1.216 -1.586 -2.043
H3 -0.981 -2.521 -0.548
H4 1.204 -1.407 -1.122
H5 1.374 0.976 -1.286
H6 -0.432 1.029 -1.580
H7 1.909 1.962 0.834
H8 0.639 2.656 1.790
H9 -0.898 -0.716 1.879

Record 5
Below is a molecular structure, C13H13ClN4O3PtS, with properties calculated with the ωB97M-V functional and the def2-TZVPD basis.

Its total charge is +2. The value obtained for the total energy is -1924.95093 hartree. The relative energy (zero: lowest compared OMol25 entry of this formula, charge and spin) comes out at 105.5 kJ/mol. The calculation puts the LUMO energy (spin up / spin down) at -10.7 / -10.8 eV.

Element x y z (Å)
Pt1 -0.170 -0.394 -0.529
C1 -3.487 1.840 1.791
C2 -2.414 1.163 1.067
N1 -1.570 0.619 0.533
H1 -4.293 2.085 1.101
H2 -3.108 2.756 2.243
H3 -3.870 1.185 2.573
Cl1 5.128 -1.978 6.016
C3 4.118 -1.578 4.688
C4 3.010 -2.367 4.415
C5 2.191 -2.040 3.354
C6 2.487 -0.930 2.565
C7 3.609 -0.151 2.843
C8 4.424 -0.473 3.909
C9 1.636 -0.583 1.431
O1 0.550 -1.281 1.205
O2 1.898 0.353 0.633
H4 2.801 -3.226 5.037
H5 1.322 -2.645 3.132
H6 3.826 0.708 2.225
H7 5.296 0.123 4.142
O3 -1.183 -0.554 -3.141
N2 -1.184 -0.105 -2.100
C10 2.117 1.476 -2.403
N3 2.396 0.250 -3.183
C11 3.073 0.262 -4.359
C12 3.274 -1.044 -4.749
N4 2.726 -1.812 -3.786
C13 2.162 -1.033 -2.822
S1 1.431 -1.743 -1.461
H8 1.873 2.275 -3.094
H9 2.998 1.739 -1.825
H10 1.302 1.310 -1.717
H11 3.362 1.183 -4.845
H12 3.774 -1.451 -5.616
H13 2.699 -2.825 -3.779

Record 6
Below is C5H7NOS in the gas phase, with properties calculated with the ωB97M-V functional and the def2-TZVPD basis.

The structure (SMILES) is C=C(C)N(C=O)C=S. The value obtained for the total energy is -722.76387 hartree. The relative energy (zero: lowest compared OMol25 entry of this formula, charge and spin) comes out at 404.9 kJ/mol. The calculation puts the LUMO energy at -0.4 eV.

Element x y z (Å)
C1 -2.344 0.736 -0.870
C2 -1.614 -0.050 -0.043
C3 -2.166 -1.195 0.705
N1 -0.198 0.260 -0.034
C4 0.264 1.569 0.423
O1 1.529 1.755 0.365
C5 0.508 -0.946 0.072
S1 2.127 -0.912 -0.296
H1 -1.863 1.469 -1.299
H2 -3.410 0.483 -1.257
H3 -1.395 -1.952 0.515
H4 -3.148 -1.684 0.076
H5 -2.465 -0.845 1.770
H6 -0.464 2.455 0.471
H7 -0.031 -1.880 0.045

Record 7
Below is C6H8 in the gas phase, with properties calculated with the ωB97M-V functional and the def2-TZVPD basis.

The structure (SMILES) is C#CCC1CC1. The value obtained for the total energy is -233.22688 hartree. The relative energy (zero: lowest compared OMol25 entry of this formula, charge and spin) comes out at 420.4 kJ/mol. The calculation puts the LUMO energy at 1.1 eV.

Element x y z (Å)
C1 -1.760 1.090 -2.236
C2 -1.501 0.578 -1.181
C3 -1.129 -0.026 0.103
C4 0.166 -0.851 0.017
C5 0.928 -0.881 1.303
C6 1.548 0.101 0.404
H1 -1.997 1.539 -3.176
H2 -1.067 0.768 0.868
H3 -1.946 -0.685 0.439
H4 0.904 -0.456 -0.776
H5 1.499 -1.763 1.556
H6 0.454 -0.404 2.160
H7 1.370 1.159 0.514
H8 2.532 -0.168 0.005

Record 8
Below is C5H8O2 in the gas phase, with properties calculated with the ωB97M-V functional and the def2-TZVPD basis.

The structure (SMILES) is C[C@@]1(O)CCC1=O. The value obtained for the total energy is -345.76662 hartree. The relative energy (zero: lowest compared OMol25 entry of this formula, charge and spin) comes out at 100.6 kJ/mol. The calculation puts the LUMO energy at 0.8 eV.

Element x y z (Å)
C1 0.446 0.487 1.439
C2 -0.035 -0.492 0.369
O1 -0.261 -1.776 0.884
C3 -1.199 0.037 -0.499
C4 -0.183 0.613 -1.522
C5 0.889 -0.252 -0.840
O2 2.013 -0.590 -1.097
H1 -0.315 0.613 2.216
H2 1.373 0.091 1.871
H3 0.698 1.462 1.005
H4 0.583 -2.201 1.090
H5 -1.773 -0.787 -0.932
H6 -1.885 0.729 0.000
H7 -0.331 0.373 -2.577
H8 -0.019 1.691 -1.408

Record 9
Below is 7 unconnected molecules or ions with the total composition C5H26N3O6, with properties calculated with the ωB97M-V functional and the def2-TZVPD basis.

Its total charge is +1. The value obtained for the total energy is -821.60670 hartree. The relative energy (zero: lowest compared OMol25 entry of this formula, charge and spin) comes out at 96.7 kJ/mol. The calculation puts the LUMO energy at -2.5 eV.

Element x y z (Å)
C1 3.806 -0.611 -1.664
C2 3.617 0.541 -0.669
C3 2.293 1.290 -0.919
C4 1.204 0.703 -0.037
N1 -0.059 1.400 -0.362
C5 -1.186 1.064 0.280
N2 -2.394 1.188 -0.297
N3 -1.190 0.661 1.529
H1 3.042 -1.395 -1.627
H2 4.633 -1.249 -1.360
H3 4.014 -0.184 -2.642
H4 4.492 1.182 -0.710
H5 3.671 0.040 0.306
H6 2.434 2.351 -0.743
H7 2.009 1.014 -1.940
H8 1.420 0.881 1.027
H9 1.190 -0.389 0.003
H10 -0.149 1.492 -1.359
H11 -2.480 1.242 -1.298
H12 -3.170 1.421 0.294
H13 -0.416 0.679 2.168
H14 -1.961 0.180 1.969
H15 -3.139 -2.484 3.053
H16 -1.807 -2.161 2.349
O1 -2.378 -1.892 3.082
H17 0.762 -4.181 1.770
H18 1.968 -3.797 1.030
O2 1.178 -3.390 1.406
H19 -2.234 1.388 -3.342
H20 -1.734 2.774 -3.349
O3 -1.592 1.941 -2.878
H21 -0.285 -2.008 1.401
H22 -0.885 -2.768 0.304
O4 -0.846 -1.857 0.630
H23 -1.751 1.781 4.246
H24 -2.561 2.915 3.701
O5 -2.170 2.077 3.427
H25 -0.204 -1.425 -3.659
H26 0.793 -1.997 -4.599
O6 0.746 -1.427 -3.822

Record 10
Below is C9H10Cl2N2 in the gas phase, with properties calculated with the ωB97M-V functional and the def2-TZVPD basis.

The value obtained for the total energy is -1378.67877 hartree. The relative energy (zero: lowest compared OMol25 entry of this formula, charge and spin) comes out at 192.4 kJ/mol. The calculation puts the LUMO energy (spin up / spin down) at -1.4 / -1.1 eV.

Element x y z (Å)
C1 -1.385 -1.527 -1.721
C2 -2.050 -0.257 -1.802
C3 -0.284 -1.625 -0.923
C4 -1.609 0.802 -1.064
C5 0.148 -0.565 -0.193
C6 -0.511 0.665 -0.047
C7 2.578 -0.231 -0.314
C8 1.678 -1.445 1.561
C9 -1.149 2.606 1.237
N1 1.519 -0.690 0.407
N2 -0.328 1.470 0.936
Cl1 2.387 0.503 -1.762
Cl2 4.085 0.023 0.463
H1 -1.832 -2.427 -2.189
H2 -2.947 -0.007 -2.384
H3 0.417 -2.437 -0.915
H4 -2.094 1.780 -1.156
H5 2.826 -1.667 1.687
H6 1.103 -1.036 2.479
H7 1.386 -2.522 1.533
H8 -1.616 2.265 2.151
H9 -0.471 3.461 1.524
H10 -1.851 2.863 0.492